[1]
The following is a quantum chemistry calculation of a gas-phase ion, C2H2NO3S (charge -1) in a non-equilibrium geometry, from the OMol25 dataset.

Structure (ORCA input):
```
! RIJCOSX wB97M-V def2-TZVPD def2/J DEFGRID3
* xyz -1 1
C -1.1166 0.2260 -0.6839
C -0.7903 -0.5589 0.5546
N -1.2776 -1.0388 -0.7251
O 0.9281 0.6065 -1.0436
O 0.5484 -0.8067 0.9403
O 2.5585 0.7855 0.8007
S 1.8259 -0.1176 -0.1485
H -1.3959 1.2072 -1.1744
H -1.2805 -0.3031 1.4799
*
```

Results
Gap between HOMO and LUMO ... 8.54 eV
Energy above the lowest of the compared OMol25 structures with the same formula, charge and spin ... 63.4 kcal/mol
E_LUMO ... 4.2 eV

Mulliken atomic charge list, values in e, 2 entries: atom 1 (C): 0.05, atom 2 (C): 0.19

***

[2]
The following is a quantum chemistry calculation of a molecular structure, C19H32Cl2O21 in a non-equilibrium geometry, from the OMol25 dataset.

Structure (ORCA input):
```
! RIJCOSX wB97M-V def2-TZVPD def2/J DEFGRID3
* xyz 0 1
C 0.3713 1.8024 -0.9444
C -0.3827 0.7194 -1.1402
C 0.1565 -0.6227 -1.4466
O -0.5730 -1.5214 -1.7940
C 1.5952 -0.7737 -1.2557
C 2.3843 0.2931 -1.0700
C 1.8583 1.6986 -0.9701
O 2.5239 2.7017 -0.9008
O 3.7163 0.1872 -0.8914
O -1.7285 0.7902 -1.2127
H -0.1691 2.7263 -0.7941
H 2.0074 -1.7738 -1.2916
H 3.9957 0.8266 -0.2110
H -2.0728 -0.0708 -1.5357
C 0.9001 1.1547 1.4206
C 1.9751 1.5526 2.1276
C 2.7929 0.6057 2.9807
O 3.9011 0.9043 3.3612
C 2.1684 -0.6878 3.2379
C 1.1327 -1.0816 2.4886
C 0.3511 -0.1983 1.5539
O -0.6293 -0.5802 0.9579
O 0.5987 -2.2991 2.7075
O 2.4120 2.8167 2.0784
H 0.3169 1.9246 0.9344
H 2.5698 -1.3993 3.9457
H -0.1760 -2.4049 2.1285
H 2.8782 3.0040 2.9078
C -5.0723 -0.7613 2.1203
C -5.5771 -0.1983 3.2207
C -5.0360 1.1245 3.7276
O -5.3864 1.5500 4.8003
C -4.0574 1.7942 2.8613
C -3.5815 1.1886 1.7572
C -4.0186 -0.1602 1.3032
O -3.5211 -0.7916 0.3965
O -2.6333 1.8213 1.0495
O -6.5769 -0.7572 3.9332
H -5.3615 -1.7672 1.8403
H -3.6335 2.7369 3.1753
H -2.4005 1.2952 0.2567
H -7.3796 -0.2254 3.9172
O 2.2285 -4.3206 -0.9544
H 2.6839 -5.1659 -1.0107
H 2.1306 -4.0143 -1.8861
O -3.3823 -1.4862 -2.6677
H -4.3361 -1.5247 -2.5397
H -3.1053 -2.4112 -2.6900
O 2.2554 -3.4568 -3.5508
H 2.4010 -3.9623 -4.3585
H 1.8081 -2.6461 -3.8364
O 4.9973 -1.4351 -2.9794
H 4.3615 -2.0424 -3.3756
H 4.5196 -1.0207 -2.2446
O 3.4549 5.3537 -0.4057
H 4.2495 5.2380 0.1236
H 3.2065 4.4558 -0.6791
O 0.2978 -1.3163 -4.8462
H -0.3843 -1.9104 -4.5067
H -0.1105 -0.8812 -5.6024
O -2.0163 -3.9228 -1.1982
H -1.6214 -3.0556 -1.3782
H -1.8644 -4.0702 -0.2598
O 4.1487 1.3204 1.8030
H 4.8997 1.7967 2.1766
H 4.0681 0.5230 2.3431
O 4.0544 -2.5649 0.5835
H 3.6520 -2.7187 -0.2798
H 4.9722 -2.8368 0.4798
C -3.7167 4.3039 -1.5792
Cl -4.2044 2.7112 -2.1662
Cl -2.0315 4.2840 -1.0781
H -3.8538 5.0292 -2.3760
H -4.4016 4.6038 -0.7916
*
```

Results
Gap between HOMO and LUMO ... 6.40 eV
Energy above the lowest of the compared OMol25 structures with the same formula, charge and spin ... 148.3 kcal/mol
E_LUMO ... -2.0 eV

Mulliken atomic charge list, values in e, 2 entries: atom 1 (C): -0.79, atom 2 (C): 1.34

***

[3]
The following is a quantum chemistry calculation of a molecular structure, C3H16B2O2V in a non-equilibrium geometry, from the OMol25 dataset.

Structure (ORCA input):
```
! RIJCOSX wB97M-V def2-TZVPD def2/J DEFGRID3
* xyz -2 4
V 5.2101 6.6022 16.0009
B 6.9031 6.8124 14.5631
H 7.3646 7.4950 13.8664
H 7.5098 5.9645 14.8407
H 6.7800 7.4360 15.4350
H 5.9290 6.5132 14.2082
B 3.9862 4.8005 15.7672
H 3.5601 5.5235 16.4454
H 4.2556 5.3453 14.8756
H 4.9252 4.4921 16.2000
H 3.3995 3.9252 15.5352
C 3.0440 9.3272 15.0713
O 3.9629 8.4386 15.6128
H 3.3940 9.7570 14.1328
H 2.1777 8.7459 14.7557
H 2.5624 10.1533 15.5946
C 6.2712 4.4238 18.7811
C 6.7954 5.8011 18.9334
O 6.2738 6.6764 17.9859
H 6.2094 4.1003 17.7421
H 5.2319 4.2986 19.0848
H 6.8214 3.6810 19.3586
H 7.8528 5.5716 18.8013
H 6.6226 6.0943 19.9688
*
```

Results
Gap between HOMO and LUMO (spin up / spin down) ... 4.88 / 6.60 eV
Energy above the lowest of the compared OMol25 structures with the same formula, charge and spin ... 83.1 kcal/mol
Expectation value of S² ... 3.75
E_LUMO (spin up / spin down) ... 5.9 / 5.9 eV

Mulliken atomic charge list, values in e, 2 entries: atom 1 (V): 0.61, atom 2 (B): 0.23

***

[4]
The following is a quantum chemistry calculation of C2H4N2O2 in the gas phase, from the OMol25 dataset.

Structure (ORCA input):
```
! RIJCOSX wB97M-V def2-TZVPD def2/J DEFGRID3
* xyz 0 1
N 1.8073 -0.0160 -0.0432
C 0.5580 -0.2546 0.4574
O 0.3564 -0.8723 1.4832
N -0.4802 0.2434 -0.3417
C -1.8204 -0.0014 -0.1006
O -2.6781 0.3358 -0.8827
H 2.5696 -0.3006 0.5522
H 1.9939 0.6682 -0.7590
H -0.3013 0.7133 -1.2184
H -2.0052 -0.5158 0.8528
*
```

Results
Gap between HOMO and LUMO ... 10.88 eV
Energy above the lowest of the compared OMol25 structures with the same formula, charge and spin ... 4.5 kcal/mol
Structure (SMILES) ... NC(=O)NC=O
E_LUMO ... 0.6 eV

Mulliken atomic charge list, values in e, 2 entries: atom 1 (N): -0.39, atom 2 (C): 0.59

***

[5]
The following is a quantum chemistry calculation of 12 unconnected molecules or ions with the total composition C5H35N2O12 in a non-equilibrium geometry, from the OMol25 dataset.

Structure (ORCA input):
```
! RIJCOSX wB97M-V def2-TZVPD def2/J DEFGRID3
* xyz -1 1
C 1.7184 0.7599 0.9125
N 1.3427 -0.1879 -0.1324
C -0.0326 -0.1379 -0.7198
C -0.3067 1.2393 -1.3293
C -1.7974 1.7183 -1.2212
O -2.4086 1.4800 0.0375
C -0.0745 -1.3076 -1.7223
N -0.6225 -2.5564 -1.1723
H 1.0417 0.8037 1.7864
H 2.6867 0.4150 1.2674
H 1.6969 1.7495 0.4561
H 1.4029 -1.1247 0.1961
H -0.8148 -0.3077 0.0074
H 0.3267 2.0508 -0.9533
H 0.0107 1.3957 -2.3715
H -2.3195 1.2883 -2.0732
H -1.7188 2.7956 -1.2813
H 0.9011 -1.6167 -2.0711
H -0.7172 -0.9751 -2.5329
H -1.6283 -2.5370 -1.0741
H -0.2051 -2.7422 -0.2886
H 2.0774 0.1711 -2.7082
H 2.1972 1.6043 -2.5046
O 2.5826 0.9147 -3.0730
H 1.7433 -2.1742 1.9343
H 0.5961 -2.7527 2.6675
O 1.5512 -2.5665 2.8041
H -1.2758 0.1072 2.6089
H -1.9659 0.7696 0.6785
O -1.7399 -0.0968 1.7868
H -4.5938 -0.8856 -0.8945
H -3.6563 0.3116 -0.6695
O -3.9996 -0.2941 -1.3644
H 2.0129 -2.6119 -3.4211
H 0.7727 -3.2444 -2.9327
O 1.2866 -3.1653 -3.7556
H -1.3964 -1.4903 2.0405
H -1.2353 -2.6551 3.1993
O -1.1521 -2.4951 2.2346
H -0.0795 2.4091 1.6983
H -1.5425 2.6317 1.1224
O -0.7703 3.0560 1.5507
H 3.8632 -1.0136 -1.5004
H 3.3097 -1.2501 -2.9214
O 3.7254 -1.6860 -2.1775
H -3.6012 0.1774 1.7510
H -4.4632 1.3194 2.1249
O -4.4600 0.3549 2.2071
H 2.2446 0.2908 3.5134
H 2.5926 -1.1378 3.7705
O 3.0214 -0.2843 3.5646
H 0.5366 4.3514 0.5002
H 2.0274 4.6260 0.5337
O 1.3088 4.5060 -0.0886
*
```

Results
Gap between HOMO and LUMO ... 9.14 eV
Energy above the lowest of the compared OMol25 structures with the same formula, charge and spin ... 52.1 kcal/mol
E_LUMO ... 2.6 eV

Mulliken atomic charge list, values in e, 2 entries: atom 1 (C): -0.86, atom 2 (N): 0.05

***

[6]
The following is a quantum chemistry calculation of 14 unconnected molecules or ions with the total composition C4H37N2O13S in a non-equilibrium geometry, from the OMol25 dataset.

Structure (ORCA input):
```
! RIJCOSX wB97M-V def2-TZVPD def2/J DEFGRID3
* xyz -1 1
C 1.4212 1.3271 -0.2125
C 1.0502 1.5826 1.2425
C -0.0223 2.6864 1.3462
S 0.0990 4.2034 0.2412
N 0.3928 0.3013 1.6445
C -0.6917 -0.4695 0.9545
N -0.9324 -1.7131 1.5701
H 2.0516 0.4362 -0.3933
H 1.8745 2.2768 -0.5308
H 0.5908 0.9857 -0.8335
H 1.9203 1.7858 1.9183
H -1.0103 2.2774 1.0278
H -0.1842 2.9615 2.4100
H 0.2561 0.4035 2.6418
H -1.5303 0.2165 1.1435
H -0.5852 -0.4802 -0.1150
H -1.0463 -1.7839 2.5645
H -0.3918 -2.4827 1.2054
H 1.4647 -0.2204 -4.1362
H 1.6811 -0.3762 -2.6191
O 1.2225 0.1899 -3.2984
H 1.9371 -2.1958 -1.6904
H 2.6186 -1.3303 -0.6616
O 2.5041 -1.4146 -1.6324
H 3.4561 1.1751 3.5887
H 2.9945 0.1587 2.6201
O 3.1592 0.2536 3.5770
H 3.0129 -1.6793 1.8136
H 1.7460 -0.8540 1.2319
O 2.6760 -1.1236 1.1100
H 1.4040 1.9627 -3.1152
H 1.1380 2.9757 -1.9429
O 1.3751 2.9161 -2.9229
H -2.2793 0.6238 -1.4802
H -3.6089 0.8779 -0.8681
O -3.1309 0.1668 -1.3262
H -1.9051 -3.3757 -2.3214
H -2.6977 -3.8970 -1.0889
O -2.1222 -4.1704 -1.8263
H 1.1837 -0.3310 4.7360
H 1.7241 -1.2843 3.7605
O 0.9458 -1.1645 4.3123
H -0.0722 -2.5238 -1.1812
H -0.2573 -3.8611 -0.5417
O 0.3359 -3.0969 -0.4831
H -2.6822 -2.1798 0.7420
H -3.3963 -1.7260 -0.5053
O -3.2548 -2.5291 0.0231
H -0.0767 -0.7089 -2.7022
H -1.4099 -0.9501 -1.7430
O -0.6826 -1.3323 -2.2377
H -2.8961 3.0588 1.0413
H -2.8068 3.2142 -0.4845
O -3.3658 2.8600 0.2242
H -0.8984 2.9163 -1.3087
H -0.9334 2.2947 -2.6722
O -1.3648 2.1660 -1.8158
*
```

Results
Gap between HOMO and LUMO ... 6.52 eV
Energy above the lowest of the compared OMol25 structures with the same formula, charge and spin ... 24.2 kcal/mol
E_LUMO ... 2.4 eV

Mulliken atomic charge list, values in e, 2 entries: atom 1 (C): -0.88, atom 2 (C): 0.44

***

[7]
The following is a quantum chemistry calculation of C8H14N2O2S in the gas phase in a non-equilibrium geometry, from the OMol25 dataset.

Structure (ORCA input):
```
! RIJCOSX wB97M-V def2-TZVPD def2/J DEFGRID3
* xyz 0 1
N 2.4291 -1.9775 0.1510
C 2.7910 -0.7020 -0.1643
O 3.4585 -0.4076 -1.1492
C 2.2135 0.3596 0.7485
N 0.7575 0.5652 0.4471
C 0.4441 1.2788 -0.7835
C -0.9353 1.9927 -0.7220
C -1.8681 1.3718 0.3626
C -1.5532 -0.0848 0.5722
C -1.9955 -0.9412 -0.6382
S -1.4355 -2.6911 -0.6144
C -0.1138 -0.2807 1.0310
O 0.1359 -1.1583 1.8627
H 2.6432 -2.6259 -0.6028
H 1.7029 -2.3016 0.7799
H 2.6947 1.3328 0.5694
H 2.2611 -0.0052 1.7838
H 0.4751 0.5469 -1.6394
H 1.2675 2.0279 -0.9281
H -1.4609 1.8984 -1.6874
H -0.7061 3.0556 -0.5542
H -2.9007 1.5775 0.0343
H -1.7974 1.9211 1.3175
H -2.1640 -0.3320 1.4525
H -3.0993 -0.9109 -0.7469
H -1.5869 -0.6359 -1.6117
H -1.6576 -2.8736 0.7296
*
```

Results
Gap between HOMO and LUMO ... 9.79 eV
Energy above the lowest of the compared OMol25 structures with the same formula, charge and spin ... 0.0 kcal/mol
Structure (SMILES) ... NC(=O)CN1CCC[C@@H](CS)C1=O
E_LUMO ... 0.6 eV

Mulliken atomic charge list, values in e, 2 entries: atom 1 (N): -0.39, atom 2 (C): 0.54

***

[8]
The following is a quantum chemistry calculation of C19H30N4O4S in the gas phase, from the OMol25 dataset.

Structure (ORCA input):
```
! RIJCOSX wB97M-V def2-TZVPD def2/J DEFGRID3
* xyz 0 1
C -0.7287 4.9350 -2.0409
C 0.5678 4.2425 -1.7510
C 0.7166 2.9181 -1.2717
C 2.0684 2.6662 -1.1233
C 2.9595 1.6014 -0.6059
O 4.1287 1.9026 -0.3674
N 2.4913 0.3395 -0.4046
C 3.3266 -0.6126 0.3075
C 2.7158 -1.0555 1.6357
C 1.4266 -1.8710 1.4783
N 0.1706 -1.1360 1.3381
C -0.4460 -0.8120 2.6133
C -1.9181 -0.4126 2.4705
N -2.6773 -1.2952 1.5953
C -2.7599 -2.6143 1.8929
O -2.4277 -3.0727 2.9723
C -3.3512 -3.5583 0.8428
C -2.2774 -4.6022 0.4803
C -1.2881 -3.8650 -0.4243
S -2.3179 -2.8575 -1.4972
O -1.8503 -1.4874 -1.4897
O -2.5320 -3.5257 -2.7530
C -3.8037 -2.9581 -0.4850
C 0.1850 0.0263 0.4522
C 1.1441 -0.0938 -0.7267
N 2.7198 3.8110 -1.4959
C 1.8377 4.7692 -1.8784
C 2.2885 6.1129 -2.3405
H -0.6400 5.6220 -2.8832
H -1.5029 4.2102 -2.2939
H -1.0856 5.5103 -1.1835
H -0.1026 2.2549 -1.0522
H 3.4777 -1.4938 -0.3276
H 4.2924 -0.1409 0.4624
H 3.4557 -1.6810 2.1421
H 2.5472 -0.1860 2.2778
H 1.5542 -2.5370 0.6156
H 1.2997 -2.5270 2.3405
H -0.3918 -1.6906 3.2529
H 0.0692 0.0176 3.1280
H -2.3729 -0.4204 3.4608
H -2.0170 0.5959 2.0702
H -2.6657 -1.0474 0.6164
H -4.1901 -4.0451 1.3411
H -1.7951 -4.9808 1.3784
H -2.7350 -5.4369 -0.0533
H -0.6698 -3.1662 0.1446
H -0.6792 -4.5057 -1.0575
H -4.4821 -3.6357 -1.0009
H -4.2568 -1.9707 -0.4280
H -0.8232 0.1711 0.0569
H 0.4505 0.9415 1.0073
H 0.7792 0.4847 -1.5693
H 1.1877 -1.1289 -1.0726
H 3.7213 3.8861 -1.4116
H 1.4293 6.7294 -2.5970
H 2.8515 6.6351 -1.5642
H 2.9257 6.0404 -3.2242
*
```

Results
Gap between HOMO and LUMO ... 8.57 eV
Energy above the lowest of the compared OMol25 structures with the same formula, charge and spin ... 14.4 kcal/mol
Structure (SMILES) ... Cc1cc(C(=O)N2CCCN(CCNC(=O)[C@@H]3CCS(=O)(=O)C3)CC2)[nH]c1C
E_LUMO ... 0.6 eV

Mulliken atomic charge list, values in e, 2 entries: atom 1 (C): -1.50, atom 2 (C): -0.22

***

[9]
The following is a quantum chemistry calculation of C4H2S in the gas phase in a non-equilibrium geometry, from the OMol25 dataset.

Structure (ORCA input):
```
! RIJCOSX wB97M-V def2-TZVPD def2/J DEFGRID3
* xyz 0 1
C -0.0647 -0.9972 -1.0616
C -0.3291 -1.6561 -2.1121
C -0.0720 -0.4110 0.0927
C 0.0176 0.8818 0.5713
S 1.3944 1.7607 0.3676
H -0.2034 -0.9722 1.0726
H -0.7429 1.3941 1.0695
*
```

Results
Gap between HOMO and LUMO ... 7.35 eV
Energy above the lowest of the compared OMol25 structures with the same formula, charge and spin ... 69.0 kcal/mol
E_LUMO ... -2.3 eV

Mulliken atomic charge list, values in e, 2 entries: atom 1 (C): 0.33, atom 2 (C): -0.48

***

[10]
The following is a quantum chemistry calculation of a molecular structure, C19H22BrNOs in a non-equilibrium geometry, from the OMol25 dataset.

Structure (ORCA input):
```
! RIJCOSX wB97M-V def2-TZVPD def2/J DEFGRID3
* xyz 0 5
C 0.0915 -1.2601 -3.4453
C -0.1960 -2.3060 -2.5647
C -0.9946 -1.7964 -1.5251
H 0.1737 -3.3151 -2.6817
C -1.2583 -0.4246 -1.8157
C -0.5823 -0.1140 -3.0020
H -0.5579 0.8643 -3.4867
H 0.6538 -1.3279 -4.3802
H -1.3407 -2.3577 -0.6734
H -1.7935 0.3164 -1.2376
Os 0.7296 -0.7401 -1.5668
Br 2.2882 -2.0397 -0.2438
C 3.7424 0.9400 -1.2205
C 2.6875 1.5858 -1.9038
C 2.3051 0.7894 -3.0203
H 2.2025 2.5204 -1.6355
C 3.1421 -0.4189 -2.9922
C 4.0093 -0.3086 -1.8879
H 4.7579 -1.0454 -1.5871
H 4.2659 1.3041 -0.3382
H 1.6619 1.1016 -3.8407
H 3.0817 -1.2438 -3.7011
C -3.8871 -0.0728 2.8594
N -2.9614 0.2745 1.8254
C -2.9048 1.6591 1.4536
C -1.9665 -0.6645 1.3815
C -0.5722 -0.2254 1.6985
C -0.3725 -0.1196 3.1084
C 0.7429 0.5404 3.6311
C 1.6919 1.0129 2.7192
C 1.5299 0.7797 1.3520
C 0.4581 0.0937 0.8237
H -4.8499 0.4067 2.6335
H -3.5642 0.2885 3.8525
H -3.9955 -1.1610 2.9059
H -2.2381 2.2542 2.1108
H -2.5566 1.7842 0.4153
H -3.9257 2.0642 1.5525
H -2.1773 -1.6364 1.8577
H -2.1043 -0.8155 0.3073
H -1.1521 -0.5338 3.7641
H 0.8587 0.6791 4.7254
H 2.5677 1.5387 3.0895
H 2.3091 1.1292 0.6830
*
```

Results
Gap between HOMO and LUMO (spin up / spin down) ... 5.74 / 5.15 eV
Energy above the lowest of the compared OMol25 structures with the same formula, charge and spin ... 17.1 kcal/mol
Expectation value of S² ... 6.03
E_LUMO (spin up / spin down) ... 0.3 / -2.4 eV

Mulliken atomic charge list, values in e, 2 entries: atom 1 (C): -0.30, atom 2 (C): -0.90